Here is a cluster of 2 separate species, C4H14N2OS in total in a non-equilibrium geometry from OMol25. Energies are from wB97M-V/def2-TZVPD.

```
22
Properties=species:S:1:pos:R:3
C 2.039 -0.058 0.014
N 0.841 -0.427 -0.866
C 0.112 0.677 -1.465
C -0.976 1.361 -0.606
S -2.664 1.514 -1.381
C 1.749 0.567 1.390
N 1.939 -0.370 2.532
H 2.943 0.518 -0.418
H 2.660 -0.912 0.325
H 0.258 -0.978 -0.105
H 0.786 1.459 -1.902
H -0.325 0.098 -2.319
H -0.467 2.366 -0.264
H -1.156 0.930 0.401
H -2.579 1.203 -2.729
H 0.727 1.015 1.544
H 2.410 1.464 1.701
H 1.687 0.196 3.385
H 1.277 -1.188 2.514
H 0.336 -4.751 1.307
H -0.148 -3.359 1.783
O -0.347 -3.998 1.151
```

- Net charge: -1
- HOMO level (spin up / spin down): 0.0276 / -0.2066 hartree
- Expectation value of S²: 0.75
- 2S+1: 2
- Max |F|: 0.0875 Eh/bohr
- Total energy: -20234.6716 eV
- ΔE to the lowest compared entry with this formula, charge and spin: 218.29 kJ/mol

In elementary charge units, the Löwdin charges are:
1 C -0.253
2 N -0.097
3 C -0.347
4 C -0.578
5 S 0.533
6 C -0.383
7 N -0.118
8 H 0.114
9 H 0.078
10 H 0.114
11 H 0.117
12 H 0.092
13 H 0.091
14 H 0.024
15 H -0.155
16 H 0.066
17 H 0.103
18 H 0.030
19 H -0.022
20 H 0.013
21 H -0.126
22 O -0.296



Here is a cluster of 2 separate species, C4H11N4O2 in total in a non-equilibrium geometry from OMol25. Energies are from wB97M-V/def2-TZVPD.

```
21
Properties=species:S:1:pos:R:3
C -2.614 -0.074 -0.020
C 2.597 -0.401 0.693
C 2.389 0.765 -0.191
C 1.446 -1.474 0.274
N 1.284 0.339 -1.137
N -3.663 0.631 0.401
N -1.385 0.262 -0.279
N 0.907 -0.835 -0.927
O -2.890 -1.343 -0.407
O -1.102 1.629 -0.153
H 3.655 -0.902 0.467
H 2.580 -0.172 1.776
H 2.027 1.570 0.349
H 3.158 1.227 -0.798
H 1.813 -2.454 0.029
H 0.588 -1.543 1.016
H 1.106 0.975 -1.916
H -3.456 1.368 0.990
H -4.515 0.094 0.693
H -2.051 -1.842 -0.609
H -1.873 2.178 -0.250
```

- Net charge: +1
- HOMO level: -0.4450 hartree
- 2S+1: 1
- Max |F|: 0.0873 Eh/bohr
- Total energy: -14371.5433 eV
- ΔE to the lowest compared entry with this formula, charge and spin: 481.58 kJ/mol

In elementary charge units, the Löwdin charges are:
1 C -0.524
2 C -0.114
3 C -0.117
4 C -0.083
5 N 0.097
6 N 0.198
7 N -0.014
8 N 0.119
9 O 0.074
10 O -0.075
11 H 0.160
12 H 0.122
13 H 0.102
14 H 0.138
15 H 0.116
16 H 0.150
17 H 0.196
18 H 0.081
19 H 0.162
20 H 0.138
21 H 0.073



Here is a cluster of 2 separate species, C3H3NO in total in a non-equilibrium geometry from OMol25. Energies are from wB97M-V/def2-TZVPD.

```
8
Properties=species:S:1:pos:R:3
C -0.272 -0.312 0.720
C -1.206 -0.383 1.978
C 0.945 0.315 -1.728
N -0.702 0.737 1.414
O -1.823 -1.083 2.760
H 0.406 0.843 -2.379
H 1.070 -0.856 -1.850
H 1.581 0.739 -0.915
```

- HOMO level (spin up / spin down): -0.3275 / -0.3506 hartree
- 2S+1: 1
- Max |F|: 0.1320 Eh/bohr
- Total energy: -6690.6557 eV
- ΔE to the lowest compared entry with this formula, charge and spin: 563.12 kJ/mol

In elementary charge units, the Löwdin charges are:
1 C 0.129
2 C -0.424
3 C 0.056
4 N 0.141
5 O 0.134
6 H -0.076
7 H 0.043
8 H -0.003



Here is a cluster of 2 separate species, C6H12 in total in a non-equilibrium geometry from OMol25. Energies are from wB97M-V/def2-TZVPD.

```
18
Properties=species:S:1:pos:R:3
C -0.092 -1.906 0.227
C -0.671 -3.038 -0.667
C -1.928 -3.291 -0.827
H 0.919 -1.550 0.077
H -0.722 -0.991 -0.033
H 0.024 -2.001 1.354
H 0.113 -3.620 -1.129
H -2.302 -4.295 -1.048
H -2.847 -2.784 -0.393
C 1.776 3.104 -0.081
C 0.267 3.051 0.319
C -0.203 1.919 0.719
H 1.920 2.152 -0.704
H 2.324 3.949 -0.530
H 2.331 2.648 0.811
H -0.141 4.016 0.311
H -1.191 1.652 1.022
H 0.424 0.985 0.571
```

- Net charge: +1
- HOMO level (spin up / spin down): -0.4749 / -0.4540 hartree
- Expectation value of S²: 0.75
- 2S+1: 2
- Max |F|: 0.1671 Eh/bohr
- Total energy: -6403.6739 eV
- ΔE to the lowest compared entry with this formula, charge and spin: 393.24 kJ/mol

In elementary charge units, the Löwdin charges are:
1 C -0.116
2 C -0.209
3 C -0.010
4 H 0.041
5 H 0.064
6 H 0.098
7 H 0.097
8 H 0.071
9 H 0.094
10 C 0.001
11 C -0.021
12 C 0.173
13 H 0.131
14 H 0.102
15 H 0.144
16 H 0.119
17 H 0.107
18 H 0.113



Here is a structure of composition C17H16BrCaCl in a non-equilibrium geometry from OMol25. Energies are from wB97M-V/def2-TZVPD.

```
36
Properties=species:S:1:pos:R:3
C -1.163 -0.933 -3.440
C -1.211 -1.948 -2.419
C -1.930 -1.404 -1.300
H -0.685 -2.909 -2.442
C -2.329 -0.064 -1.627
C -1.842 0.231 -2.949
H -1.904 1.209 -3.438
H -0.621 -1.017 -4.386
H -2.046 -1.878 -0.325
H -2.839 0.638 -0.959
Ca 0.042 -0.140 -1.362
Br 0.913 -2.074 0.083
C 2.097 1.036 -1.217
C 1.276 1.816 -2.089
C 1.113 1.062 -3.321
H 0.753 2.747 -1.832
C 1.825 -0.168 -3.192
C 2.445 -0.187 -1.894
H 3.020 -1.017 -1.472
H 2.324 1.261 -0.173
H 0.471 1.362 -4.157
H 1.824 -1.007 -3.897
Cl -0.249 3.064 2.548
C -0.200 1.573 3.323
C -0.002 1.386 4.668
C 0.087 0.105 5.255
C -0.065 -1.046 4.488
C -0.283 -0.935 3.153
C -0.309 0.307 2.531
C -0.220 0.210 1.197
H 0.124 2.261 5.300
H 0.295 -0.020 6.324
H 0.000 -2.052 4.901
H -0.338 -1.812 2.522
H -1.144 -0.251 0.763
H 0.771 0.595 0.835
```

- Net charge: -2
- HOMO level: 0.0479 hartree
- 2S+1: 1
- Max |F|: 0.0851 Eh/bohr
- Total energy: -118890.0922 eV
- ΔE to the lowest compared entry with this formula, charge and spin: 203.69 kJ/mol

In elementary charge units, the Löwdin charges are:
1 C -0.240
2 C -0.263
3 C -0.324
4 H 0.075
5 C -0.256
6 C -0.243
7 H 0.082
8 H 0.083
9 H 0.075
10 H 0.088
11 Ca 0.888
12 Br 0.075
13 C -0.293
14 C -0.238
15 C -0.250
16 H 0.088
17 C -0.231
18 C -0.293
19 H 0.049
20 H 0.086
21 H 0.080
22 H 0.087
23 Cl 0.620
24 C -0.693
25 C -0.183
26 C -0.175
27 C -0.156
28 C -0.121
29 C -0.394
30 C -0.337
31 H 0.074
32 H 0.062
33 H 0.082
34 H 0.049
35 H 0.024
36 H 0.024



Here is an isolated molecule of C3H3N2PS2 in a non-equilibrium geometry from OMol25. Energies are from wB97M-V/def2-TZVPD.

```
11
Properties=species:S:1:pos:R:3
C 0.496 1.580 -1.627
S -0.746 0.277 -1.025
P -0.217 -0.163 0.958
S 0.629 0.920 2.315
C -1.687 -1.064 1.446
N -2.582 -1.677 1.793
C 0.835 -2.100 0.695
N 1.521 -2.980 0.731
H 1.399 1.116 -1.184
H 0.022 2.619 -1.369
H 0.329 1.472 -2.733
```

- HOMO level: -0.3886 hartree
- 2S+1: 1
- SMILES: CSP(=S)(C#N)C#N
- Max |F|: 0.1536 Eh/bohr
- Total energy: -37096.7289 eV
- ΔE to the lowest compared entry with this formula, charge and spin: 127.14 kJ/mol

In elementary charge units, the Löwdin charges are:
1 C -0.364
2 S 0.552
3 P 0.025
4 S 0.261
5 C -0.461
6 N 0.141
7 C -0.320
8 N 0.022
9 H 0.029
10 H 0.078
11 H 0.037



Here is a cluster of 5 separate species, C2H12O6 in total in a non-equilibrium geometry from OMol25. Energies are from wB97M-V/def2-TZVPD.

```
20
Properties=species:S:1:pos:R:3
C -2.253 -2.120 -0.593
C -1.374 -1.045 -0.026
O -1.850 -0.088 0.573
O -0.102 -1.193 -0.250
H -2.132 -2.295 -1.669
H -1.989 -3.094 -0.175
H -3.270 -1.950 -0.326
H 0.481 -0.317 0.077
O 0.861 0.814 0.670
H 0.761 1.366 -0.153
H 0.037 0.998 1.160
O -1.119 1.679 2.429
H -0.925 1.506 3.363
H -1.656 0.925 2.115
O 3.317 -0.477 -0.905
H 2.421 -0.792 -0.710
H 3.494 0.266 -0.299
O 1.604 2.194 -1.620
H 1.151 1.549 -2.159
H 2.543 2.076 -1.499
```

- HOMO level: -0.3843 hartree
- 2S+1: 1
- SMILES: CC(=O)O.O.O.O.O
- Max |F|: 0.0342 Eh/bohr
- Total energy: -14554.3274 eV
- ΔE to the lowest compared entry with this formula, charge and spin: 57.48 kJ/mol

In elementary charge units, the Löwdin charges are:
1 C 0.011
2 C -0.586
3 O 0.030
4 O 0.052
5 H 0.093
6 H 0.088
7 H 0.072
8 H 0.037
9 O -0.002
10 H 0.072
11 H 0.036
12 O -0.065
13 H 0.062
14 H 0.023
15 O -0.057
16 H 0.018
17 H 0.042
18 O -0.027
19 H 0.057
20 H 0.046



Here is a structure of composition C38H29N6O7PS5Ti from OMol25. Energies are from wB97M-V/def2-TZVPD.

```
87
Properties=species:S:1:pos:R:3
Ti -0.076 -0.989 -0.757
O 2.547 0.404 -0.009
C 2.554 1.163 0.929
C 1.400 1.512 1.784
C 1.651 2.338 2.876
C 0.622 2.714 3.709
C -0.688 2.309 3.476
C -0.953 1.496 2.399
C 0.082 1.070 1.555
O -0.225 0.253 0.573
N 0.915 3.559 4.870
O -0.020 3.895 5.570
O 2.071 3.886 5.054
H 3.496 1.654 1.241
H 2.656 2.688 3.075
H -1.472 2.632 4.145
H -1.954 1.146 2.185
N 0.553 -6.403 -2.325
C 0.351 -5.114 -2.741
C 0.328 -4.064 -1.811
N 0.162 -2.810 -2.186
C 0.038 -2.569 -3.502
C 0.073 -3.611 -4.403
N 0.219 -4.883 -4.039
H 0.374 -6.632 -1.363
H 0.372 -7.119 -3.008
H 0.464 -4.264 -0.759
H -0.074 -1.549 -3.823
H -0.023 -3.414 -5.463
O 2.929 2.172 -4.826
C 2.402 2.712 -3.723
C 2.653 4.065 -3.474
C 2.145 4.665 -2.344
C 1.361 3.949 -1.435
C 1.113 2.618 -1.672
C 1.633 1.975 -2.805
C 1.438 0.538 -3.032
O 1.858 -0.060 -4.005
O 0.792 -0.125 -2.066
H 2.678 1.224 -4.843
H 3.252 4.613 -4.189
H 2.343 5.715 -2.168
H 0.937 4.440 -0.569
H 0.495 2.050 -0.993
S -1.467 3.619 -5.622
C -1.657 2.702 -4.268
S -1.699 0.958 -4.311
C -1.992 0.906 -2.599
N -2.037 2.063 -2.046
N -1.846 3.065 -2.967
C -1.943 4.396 -2.452
C -2.826 4.629 -1.404
C -2.914 5.897 -0.855
C -2.133 6.932 -1.350
C -1.256 6.686 -2.395
C -1.151 5.419 -2.950
S -2.241 -0.596 -1.738
H -3.424 3.816 -1.020
H -3.603 6.076 -0.040
H -2.208 7.923 -0.923
H -0.637 7.483 -2.785
H -0.454 5.227 -3.749
S -1.829 -2.548 0.474
P -0.288 -3.023 1.650
S 1.395 -2.341 0.769
C -0.449 -2.333 3.313
C -1.578 -2.666 4.061
C -1.759 -2.114 5.317
C -0.814 -1.232 5.831
C 0.313 -0.909 5.093
C 0.497 -1.458 3.830
C -0.173 -4.815 1.896
C -0.987 -5.690 1.185
C -0.833 -7.062 1.346
C 0.133 -7.555 2.210
C 0.943 -6.681 2.926
C 0.789 -5.314 2.773
H -2.318 -3.347 3.655
H -2.636 -2.368 5.896
H -0.959 -0.799 6.813
H 1.052 -0.227 5.496
H 1.373 -1.209 3.246
H -1.740 -5.293 0.514
H -1.478 -7.742 0.803
H 0.251 -8.624 2.335
H 1.692 -7.067 3.604
H 1.419 -4.631 3.332
```

- HOMO level: -0.2901 hartree
- 2S+1: 1
- Max |F|: 0.0146 Eh/bohr
- Total energy: -149734.2762 eV
- ΔE to the lowest compared entry with this formula, charge and spin: 31.28 kJ/mol

In elementary charge units, the Löwdin charges are:
1 Ti 0.577
2 O 0.014
3 C -0.188
4 C -0.104
5 C 0.054
6 C -0.146
7 C 0.024
8 C 0.038
9 C -0.292
10 O -0.267
11 N -0.357
12 O 0.076
13 O 0.076
14 H 0.137
15 H 0.130
16 H 0.126
17 H 0.136
18 N 0.142
19 C -0.353
20 C -0.095
21 N -0.027
22 C -0.118
23 C -0.085
24 N 0.136
25 H 0.079
26 H 0.101
27 H 0.044
28 H 0.070
29 H 0.117
30 O 0.095
31 C -0.246
32 C 0.003
33 C -0.070
34 C -0.079
35 C -0.033
36 C -0.064
37 C -0.470
38 O 0.101
39 O -0.217
40 H 0.085
41 H 0.122
42 H 0.111
43 H 0.112
44 H 0.094
45 S 0.618
46 C -1.087
47 S 1.011
48 C -1.029
49 N 0.040
50 N -0.130
51 C -0.209
52 C -0.017
53 C -0.081
54 C -0.089
55 C -0.074
56 C -0.063
57 S 0.593
58 H 0.108
59 H 0.103
60 H 0.101
61 H 0.107
62 H 0.068
63 S 0.338
64 P 0.203
65 S 0.452
66 C -0.375
67 C -0.082
68 C -0.069
69 C -0.069
70 C -0.071
71 C -0.102
72 C -0.381
73 C -0.118
74 C -0.084
75 C -0.074
76 C -0.067
77 C -0.077
78 H 0.111
79 H 0.107
80 H 0.108
81 H 0.109
82 H 0.074
83 H 0.076
84 H 0.108
85 H 0.107
86 H 0.108
87 H 0.114